Here is a 10-piece molecular cluster, C38H35BN9O16 overall at a distorted geometry from OMol25. Energies are from the ωB97M-V functional and the def2-TZVPD basis.

XYZ file:
```
99
Properties=species:S:1:pos:R:3:lowdin_spin:R:1
O 1.89 19.08 9.27 0.000
C 0.84 19.29 8.68 0.000
O 0.38 20.47 8.24 0.000
B -0.93 20.26 7.64 0.000
O -1.20 18.79 7.70 -0.001
C -0.17 18.21 8.26 0.000
O 0.04 17.02 8.43 0.000
O -0.94 20.76 6.32 0.000
C -2.03 21.40 6.04 0.000
O -2.45 21.70 4.91 0.000
C -2.80 21.61 7.37 0.000
O -2.00 21.03 8.30 0.000
O -3.89 22.15 7.57 0.000
C 1.65 14.16 9.75 0.000
C 2.48 15.36 10.20 0.000
N 3.17 16.24 10.49 0.000
H 1.28 13.55 10.57 0.000
H 2.17 13.50 9.07 0.000
H 0.79 14.64 9.28 0.000
C 2.86 22.06 6.09 0.000
C 3.61 21.47 7.20 0.000
N 4.17 20.99 8.08 0.000
H 1.87 21.61 5.93 0.000
H 3.45 21.99 5.18 0.000
H 2.70 23.11 6.30 0.000
C -6.11 24.54 5.71 0.000
C -5.06 25.33 5.08 0.000
N -4.21 25.92 4.57 0.000
H -6.81 25.15 6.27 0.000
H -5.60 23.73 6.23 0.000
H -6.80 24.08 5.00 0.000
C -0.49 18.69 13.55 0.000
C 0.81 18.89 12.89 0.000
N 1.81 19.03 12.27 0.000
H -0.19 18.40 14.56 0.000
H -0.87 17.88 12.92 0.000
H -1.18 19.53 13.49 0.000
C -4.59 19.91 3.08 0.000
C -5.51 21.05 3.33 0.000
N -6.29 21.91 3.52 0.000
H -3.59 20.25 3.34 0.000
H -4.61 19.62 2.03 0.000
H -4.95 18.99 3.55 0.000
C -4.86 16.28 8.68 0.071
C -4.33 17.22 7.75 0.327
C -5.18 17.89 6.81 0.110
C -6.52 17.67 6.86 0.063
C -7.01 16.83 7.90 0.278
C -6.20 16.03 8.75 0.061
N -7.48 18.37 6.00 0.000
O -7.09 19.22 5.24 -0.023
O -8.69 18.08 6.11 0.032
H -4.21 15.72 9.34 0.000
H -3.29 17.51 7.74 0.012
H -4.75 18.45 5.99 0.002
H -8.08 16.70 7.86 0.010
H -6.50 15.21 9.38 -0.001
C -1.65 23.62 10.58 0.000
C -2.54 24.42 11.35 0.000
C -2.79 24.07 12.65 0.000
C -2.12 22.99 13.27 0.000
C -1.13 22.32 12.54 0.000
C -0.92 22.66 11.22 0.000
N -2.42 22.62 14.67 0.000
O -2.04 21.51 15.08 0.000
O -2.96 23.46 15.37 0.000
H -1.51 23.64 9.51 0.000
H -3.06 25.25 10.89 0.000
H -3.66 24.49 13.14 0.000
H -0.47 21.56 12.92 0.000
H -0.27 22.06 10.61 0.000
C -7.10 21.64 8.55 0.000
C -8.36 22.12 8.64 0.001
C -9.20 21.52 9.62 0.002
C -8.74 20.61 10.61 0.000
C -7.43 20.22 10.49 0.002
C -6.62 20.70 9.45 0.003
N -9.62 20.04 11.64 0.000
O -9.37 18.99 12.20 0.000
O -10.65 20.66 11.91 0.000
H -6.37 22.03 7.85 0.000
H -8.77 22.83 7.94 0.000
H -10.22 21.90 9.67 0.000
H -6.94 19.53 11.16 0.000
H -5.62 20.32 9.32 0.000
C -3.67 19.64 11.56 0.001
C -4.17 19.10 12.77 0.007
C -4.02 17.74 13.01 0.011
C -3.33 16.89 12.11 0.000
C -2.73 17.43 10.96 0.014
C -2.86 18.79 10.75 0.017
N -3.16 15.46 12.56 0.000
O -3.64 15.12 13.66 -0.001
O -2.53 14.70 11.85 0.000
H -3.61 20.71 11.37 0.000
H -4.73 19.70 13.47 0.000
H -4.39 17.33 13.94 0.000
H -2.22 16.74 10.31 0.000
H -2.35 19.30 9.94 0.000
```

Properties
Spin multiplicity   2
Expectation value of S²   0.768
LUMO energy (alpha / beta)   -3.68 / -7.31 eV
Electronic energy   -86807.5221 eV
Kohn-Sham gap (alpha / beta)   6.3 / 2.7 eV
Highest occupied orbital energy (alpha / beta)   -10.0 / -10.0 eV
F_max   4.154 eV Å⁻¹

Here is C9H17N3S2 as an isolated structure at a distorted geometry from OMol25. Energies are from the ωB97M-V functional and the def2-TZVPD basis.

XYZ file:
```
31
Properties=species:S:1:pos:R:3:lowdin_charge:R:1
C 2.32 -2.80 -2.48 -0.130
C 2.80 -2.26 -1.13 -0.286
C 2.11 -2.96 0.06 -0.230
C 2.58 -2.46 1.45 -0.241
C 1.68 -1.55 2.18 -0.267
C 1.31 -0.30 1.42 -0.297
C 0.32 0.58 2.10 -0.530
C -1.08 1.81 0.18 -0.837
C -2.40 0.48 -0.96 -0.699
H 2.54 -2.18 -3.39 0.075
H 1.18 -2.94 -2.39 0.090
H 2.75 -3.82 -2.60 0.072
H 3.89 -2.39 -1.01 0.107
H 2.53 -1.19 -1.06 0.101
H 2.28 -4.05 -0.04 0.109
H 0.99 -2.91 0.10 0.114
H 2.77 -3.32 2.16 0.122
H 3.54 -1.91 1.30 0.119
H 0.81 -2.14 2.57 0.133
H 2.19 -1.23 3.08 0.111
H 2.23 0.31 1.36 0.121
H 0.89 -0.48 0.39 0.112
H 0.60 0.75 3.18 0.088
H -0.71 0.07 2.14 0.093
H -2.97 -1.40 -0.62 0.102
H -3.93 -0.54 -1.82 0.114
N -1.39 2.69 -0.70 -0.330
N -3.04 -0.67 -1.31 0.087
N -1.67 0.56 0.10 0.041
S 0.08 2.25 1.41 0.955
S -2.38 2.00 -1.84 0.978
```

Properties
LUMO energy   0.49 eV
Electronic energy   -35749.5601 eV
Kohn-Sham gap   8.8 eV
Highest occupied orbital energy   -8.4 eV
F_max   2.953 eV Å⁻¹

Here is a 2-piece molecular cluster, C6H12N overall from OMol25. Energies are from the ωB97M-V functional and the def2-TZVPD basis.

XYZ file:
```
19
Properties=species:S:1:pos:R:3:lowdin_spin:R:1
C -1.61 0.91 1.24 -0.002
C -2.31 0.37 0.24 0.094
C 0.40 1.15 2.57 0.592
N -0.25 0.78 1.42 0.204
H -2.09 1.55 1.97 -0.001
H -1.87 -0.29 -0.50 0.007
H -3.35 0.60 0.12 0.009
H 1.44 0.89 2.70 0.047
H -0.13 1.76 3.28 0.047
H 0.32 0.56 0.61 0.002
C 0.33 -1.78 -1.74 0.000
C 0.99 -0.43 -1.76 0.000
C 2.00 -0.06 -0.98 0.000
H 0.83 -2.44 -2.45 0.000
H 0.39 -2.25 -0.76 0.000
H -0.72 -1.71 -2.02 0.000
H 0.67 0.23 -2.55 0.000
H 2.48 0.89 -1.13 0.000
H 2.48 -0.73 -0.27 0.000
```

Properties
Spin multiplicity   2
Expectation value of S²   0.758
LUMO energy (alpha / beta)   1.10 / 1.09 eV
Electronic energy   -7903.6332 eV
Kohn-Sham gap (alpha / beta)   7.3 / 9.8 eV
Highest occupied orbital energy (alpha / beta)   -6.2 / -8.7 eV
F_max   0.524 eV Å⁻¹

Here is C2H2P2S2 as an isolated structure at a distorted geometry from OMol25. Energies are from the ωB97M-V functional and the def2-TZVPD basis.

XYZ file:
```
8
Properties=species:S:1:pos:R:3:lowdin_spin:R:1
C 0.25 0.76 1.44 0.199
C -0.06 0.98 -1.29 0.294
P -0.34 -0.88 1.45 0.344
P -0.47 -0.76 -0.86 0.201
S -1.45 -2.25 -1.74 0.766
S 0.42 1.77 -0.01 0.069
H 0.62 1.22 2.31 0.010
H 1.03 -0.83 -1.30 0.117
```

Properties
Spin multiplicity   3
Expectation value of S²   2.025
LUMO energy (alpha / beta)   -0.21 / -3.94 eV
Electronic energy   -42348.5243 eV
Kohn-Sham gap (alpha / beta)   6.5 / 4.9 eV
Highest occupied orbital energy (alpha / beta)   -6.7 / -8.8 eV
F_max   4.559 eV Å⁻¹